[1]
Here is a cluster of 8 separate species, C40H72NO17S8 in total at a distorted geometry from OMol25. Energies are from ωB97M-V with the def2-TZVPD basis set.

Summary:
Highest occupied orbital energy: -0.170 hartree
Molar mass: 1095.5 g/mol

Geometry as ORCA input:
```
! RIJCOSX wB97M-V def2-TZVPD def2/J DEFGRID3
* xyz -1 1
H -10.07 -3.71 1.93
H -6.65 -5.84 -0.35
H 8.48 3.19 -0.33
H -2.89 -1.94 0.86
H 5.21 -3.87 -0.54
C -1.69 -4.40 0.65
C 4.93 -5.72 1.54
C 8.25 2.21 -0.76
C -0.05 -3.03 -0.97
N -5.58 -4.15 -1.01
O 5.52 3.42 0.61
C 0.62 4.50 0.39
H -8.41 -4.84 3.69
C 1.95 2.19 0.37
H -1.28 5.08 -5.27
H -4.95 -7.49 -0.24
H -4.45 -6.49 -1.65
C 4.32 -3.14 1.29
C -0.89 -4.55 5.29
H 2.94 -5.47 0.73
O 1.38 10.95 -5.45
C -1.20 -3.09 -0.08
H -1.97 -4.13 1.71
H -6.03 -3.35 -0.57
C 4.25 -3.93 -0.01
H 4.11 -6.07 -0.44
H 8.98 2.00 -1.54
S -0.17 6.94 -2.40
O 0.27 -5.85 3.30
H -3.14 -6.60 1.13
C -4.56 -6.46 -0.53
C 2.90 8.89 -4.84
C 4.12 9.75 -6.81
C 2.70 9.73 -7.36
H 4.86 9.55 -7.59
O 4.75 1.12 -0.11
C -0.58 -0.54 -1.37
O 4.64 -4.19 3.68
C 7.03 1.34 1.21
H 2.53 7.94 -4.45
H -1.20 -7.29 -0.17
O -5.08 -3.99 1.85
H -0.52 8.95 -3.64
H -2.39 0.28 -0.24
H -1.04 4.72 -2.57
C 4.15 8.69 -5.71
H -0.43 4.63 0.65
C -9.64 -3.68 5.05
H -9.45 -2.99 5.87
H 9.19 1.20 0.94
C -1.08 7.21 -4.84
S 1.67 9.62 -5.91
H -1.82 7.62 -5.54
H -7.49 -3.77 4.74
H 3.09 9.58 -4.02
H 1.38 1.50 1.00
H -0.89 -5.18 0.70
H 4.35 10.73 -6.38
H 0.56 -3.95 -1.17
H -9.99 -4.64 5.44
H -7.75 -2.96 2.28
S -6.13 -4.43 -2.62
C -1.43 5.77 -4.44
H 8.25 0.15 -0.11
H 6.58 3.10 -1.87
O -11.22 -1.65 4.49
H 2.18 -5.21 4.99
C -5.65 -5.00 1.39
H 1.09 -1.59 -2.33
H -0.11 7.24 -5.33
C 8.28 1.14 0.34
O -6.35 -5.83 2.11
C -2.10 -7.06 -0.80
C 0.00 -4.38 6.53
H 0.41 4.97 -3.58
C 3.98 -5.38 0.39
S 5.79 2.08 0.14
O -0.06 -3.36 3.09
H 4.48 -6.42 2.25
O 0.62 8.65 -6.16
C 1.47 4.22 1.64
H 0.98 -2.55 5.91
H -0.38 0.44 -1.87
O 1.48 3.47 -1.87
H 5.88 -6.12 1.17
S 0.22 -4.53 3.88
H 2.45 10.63 -7.93
H 5.06 8.75 -5.11
H 2.39 -3.62 4.22
S -10.91 -2.97 4.01
H 6.65 0.40 1.60
H -2.05 8.16 -3.14
H 2.53 8.85 -7.97
C -1.73 -0.59 -0.45
C 0.24 -1.73 -1.60
S 5.28 -4.18 2.38
H 4.81 -2.17 1.18
H -8.27 -1.80 3.50
C 1.25 -3.59 6.09
C -1.04 8.00 -3.54
H 3.33 3.83 0.61
H 1.85 5.15 2.07
O -0.86 6.95 -1.13
H 3.33 -3.02 1.72
C -8.48 -2.78 3.07
H 3.48 -3.54 -0.68
O 1.25 7.21 -2.52
O -0.45 2.34 -0.70
C -3.12 -6.19 0.08
H 2.03 -3.61 6.86
H -2.57 -7.99 -1.21
S 0.80 3.07 -0.67
C 1.72 -4.24 4.80
H -1.75 -6.35 -1.61
C 6.83 2.20 -1.31
C 2.61 3.28 1.21
C -8.40 -3.85 4.16
C -9.91 -2.82 2.54
H -10.19 -1.93 1.99
H 7.22 2.04 2.03
H 6.65 1.31 -1.92
H 4.13 7.69 -6.16
H -0.53 -3.87 7.33
H 2.66 1.64 -0.24
H -2.48 5.72 -4.14
H 0.86 3.73 2.40
O 6.67 -3.86 2.21
H -1.58 -3.72 5.18
O -2.89 -4.80 -0.01
O -11.94 -3.96 3.77
C -2.01 -1.89 0.18
C -5.63 -5.36 -0.17
H 0.98 5.37 -0.15
H -1.43 -5.49 5.31
H 0.31 -5.36 6.90
H 3.13 2.87 2.08
H -5.76 -3.27 -3.27
C -0.53 5.40 -3.25
*
```

=====

[2]
Here is a structure of composition C40H72O18 at a distorted geometry from OMol25. Energies are from ωB97M-V with the def2-TZVPD basis set.

Summary:
Highest occupied orbital energy: -0.291 hartree
Molar mass: 841.0 g/mol
Relative energy (zero: lowest compared OMol25 entry of this formula, charge and spin): 724.5 kcal/mol

Geometry as ORCA input:
```
! RIJCOSX wB97M-V def2-TZVPD def2/J DEFGRID3
* xyz 0 1
H 3.76 1.40 2.89
C 1.15 5.20 0.12
C 0.34 -3.60 -0.22
H 1.29 -0.78 -3.34
H 2.37 1.10 0.84
C -1.19 -5.04 -1.26
H 3.30 -2.27 -4.52
H -3.31 0.68 2.96
H 1.41 -1.86 1.28
C 0.17 -5.07 -0.57
O -0.26 4.95 0.26
H -4.27 1.71 -0.07
C -0.76 -2.41 3.18
O -1.87 3.77 -0.75
H 1.99 4.54 -1.71
O -3.18 4.52 -3.56
C 0.66 -0.52 -0.62
O 1.20 2.31 3.63
C 2.44 -2.21 1.20
C -0.67 3.98 -0.53
H 2.38 -0.31 3.11
H 3.87 -0.84 3.79
O 3.29 -1.24 0.62
H -0.96 -1.96 -0.41
C -2.91 -2.05 1.62
H -0.94 0.81 -3.15
H -4.55 -0.46 -2.01
H -0.59 1.88 -1.80
O -2.65 -3.21 1.70
C -0.95 -0.15 3.30
C 0.46 1.00 -0.86
H 5.03 -0.82 1.80
C 2.48 2.91 3.63
H 0.11 -5.62 0.36
C -2.26 -2.08 -1.72
H -3.53 0.70 -1.22
H 1.20 -2.71 4.07
H 2.72 5.58 1.62
H 1.13 1.67 -0.33
H 0.06 1.62 1.99
C -0.93 1.85 -2.83
C 2.95 -2.34 2.58
C -4.05 0.66 -0.26
H 1.17 6.04 2.20
C 1.68 5.26 1.64
H -1.45 -3.05 2.62
C 2.55 -1.68 -1.84
O -1.92 -3.89 -0.76
O 3.69 -2.24 -2.51
C 4.00 -0.50 1.64
O -1.55 -0.67 4.44
H 0.46 -4.17 3.62
C -1.51 -2.09 4.47
O 0.35 3.46 -1.22
H 1.73 -2.37 -1.69
H -2.87 0.73 -3.31
H 3.01 2.93 4.58
H -2.95 2.20 -2.01
C 1.59 4.07 -0.81
H -1.18 4.44 -2.95
O -0.85 1.05 3.03
H 1.05 -5.46 -1.07
H -1.33 -0.24 -1.67
O -3.55 -2.30 -2.30
H 0.37 1.22 -1.92
H -2.21 -1.94 -0.64
C -1.73 -0.89 -2.45
C 3.31 -0.25 -3.66
H 0.99 -3.35 0.61
H 4.86 -1.61 -4.24
C 2.14 1.89 1.55
H -2.21 0.69 0.77
H 4.06 0.34 -3.14
H 1.23 6.16 -0.38
H 1.70 -0.74 -0.85
H -5.01 0.16 -0.39
H 2.29 3.39 -0.33
H 1.63 4.32 2.19
H -1.08 -4.87 -2.33
C 2.15 -0.48 -2.74
H 3.83 0.56 1.47
C 0.17 -0.64 0.82
O -3.55 -1.36 2.57
C 3.87 -1.69 -3.79
O -4.16 3.79 -5.41
C -4.08 -1.04 -2.79
H -2.68 -0.57 -4.36
H -1.73 1.05 -0.70
H 1.81 2.76 0.98
O -0.53 -1.17 2.56
C -0.83 1.29 -0.13
H 2.39 -3.14 0.63
H -0.93 2.36 0.03
H 0.81 -3.04 -1.03
C 0.52 -3.12 3.32
H -2.48 -2.60 4.43
H 1.13 0.47 2.85
C -0.99 -3.01 -0.11
H -2.36 4.35 -1.64
H 3.98 2.90 1.97
H -4.70 -1.24 -3.67
H -0.16 -1.67 0.95
H 2.29 3.93 3.29
H 2.21 -2.81 3.23
H 1.05 -0.49 1.45
C -3.75 -0.01 2.24
C -2.86 -0.36 -3.30
C 1.04 1.49 2.47
C -3.50 3.56 -4.44
H -1.03 -2.44 5.38
O -0.81 0.44 1.01
H -0.17 2.40 -3.39
H 3.18 0.30 -4.60
H -4.82 0.15 2.09
O -2.97 2.33 -4.06
H -0.83 -1.17 -3.00
H 3.86 -2.94 2.59
H -1.69 -2.96 -2.01
O -2.76 -1.22 0.54
C 3.25 2.27 2.49
H 1.85 0.38 -2.15
C -2.32 2.54 -2.83
H 1.02 -3.20 2.35
C 3.27 -0.89 2.88
C -2.16 4.04 -2.66
H -1.23 -3.04 0.95
H 2.84 -1.30 -0.86
H 0.02 -1.16 -1.23
C -3.11 0.08 0.82
H -1.74 -5.97 -1.14
*
```

=====

| no. | frontier orbital gap (Ha) |
| --- | --- |
| 1 | 0.2196 |
| 2 | 0.2955 |